{"formula": "C12H34O9S5", "method": "ωB97M-V/def2-TZVPD", "symbols": ["S", "S", "S", "S", "S", "O", "O", "O", "O", "O", "O", "O", "O", "O", "C", "C", "C", "C", "C", "C", "C", "C", "C", "C", "C", "C", "H", "H", "H", "H", "H", "H", "H", "H", "H", "H", "H", "H", "H", "H", "H", "H", "H", "H", "H", "H", "H", "H", "H", "H", "H", "H", "H", "H", "H", "H", "H", "H", "H", "H"], "xyz": [[5.27286, -1.70860, -2.11242], [3.44755, 4.52778, -3.83493], [-2.85302, -4.09139, 0.37297], [-6.46372, 0.36042, 6.93760], [-2.52088, 4.45080, -0.18451], [3.37794, 3.86440, -2.40462], [-6.18602, 1.46133, 5.88761], [-1.85928, 4.68808, -1.52817], [-1.62021, -4.77838, -0.54089], [6.15858, -0.27219, -2.12052], [4.82433, -1.87621, -3.49631], [-3.67506, -3.25877, -0.56618], [5.97018, -2.75654, -1.32042], [-2.27753, -3.46510, 1.54604], [-1.91480, -5.50013, -1.74351], [7.20887, 1.56225, -0.82702], [-7.03824, 1.25547, 8.51920], [-3.84259, -5.57065, 0.85260], [-4.32196, 4.33349, -0.22584], [3.93500, -1.00512, -1.05177], [5.20241, 4.66111, -4.49272], [-2.23369, 2.67277, 0.16776], [-0.90556, -5.21247, -2.89052], [2.95525, 3.13465, -4.97991], [6.91753, 0.06952, -0.95472], [-4.93240, -0.43357, 7.49670], [5.05280, 5.30075, -5.36254], [3.42681, -0.53107, -1.89148], [6.42486, -0.15177, -0.00793], [7.65451, 1.93062, -1.75104], [-4.02125, -6.16293, -0.04483], [-7.23661, 0.47013, 9.24858], [2.82253, 3.67591, -5.91667], [-4.72571, 3.78497, 0.62517], [-4.53263, 3.80114, -1.15338], [6.31966, 2.12593, -0.54476], [2.02637, 2.59725, -4.78890], [-5.21123, -1.19061, 8.22967], [-1.04826, -6.02254, -3.60572], [5.73576, 3.73783, -4.71898], [-1.22225, 2.39672, 0.46589], [8.00181, 1.77794, -0.11090], [-3.29538, -6.06810, 1.65337], [5.91610, 5.25433, -3.92103], [7.79133, -0.57679, -0.87193], [-2.62642, 2.11848, -0.68466], [-6.29665, 1.86835, 9.03156], [-4.51811, 0.33094, 8.15395], [4.50582, -0.30470, -0.44211], [-1.07057, -4.23237, -3.33803], [-4.83964, -5.29998, 1.20004], [-2.90222, 2.34487, 0.96379], [3.75964, 2.41676, -5.14019], [3.31848, -1.66812, -0.44477], [-2.88953, -5.32222, -2.19778], [0.06669, -5.32344, -2.41038], [-7.94096, 1.78350, 8.21198], [-4.27862, -0.72005, 6.67292], [-1.94253, -6.54123, -1.42186], [-4.84989, 5.28653, -0.19272]], "total_charge": 0, "homo_lumo_gap_ha": 0.32883, "lumo_energy_ha": 0.0165, "largest_force_ev_per_a": 4.29, "e_homo_ha": -0.3124}